1.
Here is a 2-piece molecular cluster, C8H5N3O2 overall in a non-equilibrium geometry from the OMol25 dataset. Energies are from ωB97M-V/def2-TZVPD.

The HOMO energy (alpha / beta) is -7.545 / -7.518 eV. For the total energy, the calculation gives -622.49363 a.u. As for the structure (SMILES): C1=CN2C=CN=CC2=CN=1.O=C=O. The calculation puts the molar mass at 175.15 g/mol. The value obtained for the energy above the lowest of the compared OMol25 structures with the same formula, charge and spin is 51.5 kJ/mol.

Positions of all 18 atoms, in Å:
C (2.32998, 1.22902, 1.43888)
C (2.23078, 0.64556, 0.22997)
N (1.10779, -0.15187, 0.13664)
C (0.93927, -1.34080, -0.46949)
C (-0.30475, -1.88357, -0.60306)
N (-1.42838, -1.28989, -0.13509)
C (-1.32428, -0.18923, 0.53552)
C (-0.10391, 0.47174, 0.83195)
C (0.16892, 1.39618, 1.80902)
N (1.42386, 1.42554, 2.32732)
H (2.97764, 0.60278, -0.54013)
H (1.82770, -1.80781, -0.87313)
H (-0.44912, -2.80681, -1.14090)
H (-2.24304, 0.23508, 0.91997)
H (-0.60772, 1.98566, 2.27116)
O (-1.07219, 0.60186, -2.50563)
C (-2.18112, 0.49012, -2.24018)
O (-3.29144, 0.38644, -1.99282)

2.
Here is C21H35ClN3O6Pr as an isolated structure in a non-equilibrium geometry from the OMol25 dataset. Energies are from ωB97M-V/def2-TZVPD.

The HOMO energy (alpha / beta) is -5.438 / -5.421 eV. As for the multiplicity: 3. For the total energy, the calculation gives -2414.09497 a.u. As for the expectation value of S²: 2.005. The calculation puts the molar mass at 601.89 g/mol. The value obtained for the energy above the lowest of the compared OMol25 structures with the same formula, charge and spin is 534.8 kJ/mol.

Positions of all 67 atoms, in Å:
O (-1.01817, -0.98680, -3.60041)
C (0.10085, -0.44768, -3.63153)
C (1.44665, -1.11336, -3.56328)
C (1.81241, -1.82583, -2.41500)
H (1.27964, -1.70268, -1.47088)
C (2.82702, -2.77851, -2.50717)
H (3.00878, -3.44800, -1.67329)
C (3.54820, -2.92154, -3.70011)
H (4.28628, -3.70818, -3.83571)
C (3.41621, -1.92949, -4.68245)
H (4.09886, -1.92927, -5.53391)
C (2.43236, -0.93998, -4.56069)
H (2.39473, -0.06388, -5.20306)
H (0.18688, 0.67113, -3.53787)
C (0.81404, 3.02390, -1.29464)
C (1.44635, 1.99561, -0.45274)
H (1.44085, 3.34056, -2.11447)
H (0.46247, 3.91584, -0.76290)
H (-0.08625, 2.67019, -1.79619)
C (2.63809, 1.43704, -0.48133)
C (3.91886, 2.28624, -0.35861)
H (2.88603, 0.36280, -0.57560)
H (4.63324, 2.09633, -1.17542)
H (4.43437, 2.09776, 0.59615)
H (3.60746, 3.33848, -0.36771)
Pr (0.09581, 0.76426, 0.95709)
Cl (1.14545, 2.64395, 2.39507)
C (-0.02428, 0.27894, 4.19679)
O (-0.83707, 0.25359, 3.23131)
N (-0.34699, 0.55843, 5.46105)
C (-1.69058, 1.02573, 5.82155)
C (0.68981, 0.61966, 6.48555)
H (1.04093, 0.11545, 4.00151)
H (-2.35440, 0.89806, 4.96269)
H (-1.68003, 2.07937, 6.14448)
H (-2.07793, 0.44186, 6.66352)
H (1.62754, 0.24856, 6.05889)
H (0.42262, -0.01870, 7.33566)
H (0.83648, 1.64316, 6.85440)
H (-1.58848, -4.75635, -1.85634)
H (-1.88937, -4.97834, 0.40724)
C (-0.97364, -3.85373, -1.72930)
C (-1.45451, -4.02181, 0.70207)
N (-1.38267, -3.19906, -0.49573)
H (-1.11485, -3.15288, -2.56399)
C (-1.41180, -1.87423, -0.41125)
O (-1.35074, -1.24270, 0.67730)
H (-2.08152, -3.54205, 1.45650)
H (-1.48157, -1.35041, -1.38353)
H (0.09292, -4.12887, -1.66896)
H (-0.45430, -4.19431, 1.11513)
H (-4.55869, 3.94009, 0.40639)
H (-5.58534, 2.32741, -1.60168)
C (-3.69251, 3.96543, -0.26432)
C (-4.58158, 2.44350, -2.03418)
N (-3.58461, 2.71122, -1.00616)
H (-2.78718, 4.09524, 0.32614)
C (-2.67737, 1.80199, -0.69444)
O (-1.82832, 1.95821, 0.22471)
H (-4.30546, 1.51002, -2.54041)
H (-2.67896, 0.87918, -1.30632)
H (-3.81188, 4.78962, -0.97281)
H (-4.61260, 3.26175, -2.76461)
O (1.53538, -2.93021, 0.59689)
C (1.73087, -2.10974, 1.53255)
O (1.74504, -0.82421, 1.44238)
H (1.92017, -2.51780, 2.53599)

3.
Here is C24H35N2O3SSiY as an isolated structure from the OMol25 dataset. Energies are from ωB97M-V/def2-TZVPD.

The HOMO energy is -14.844 eV. For the total energy, the calculation gives -1996.59406 a.u. The net charge is +2. The calculation puts the molar mass at 548.61 g/mol. The value obtained for the energy above the lowest of the compared OMol25 structures with the same formula, charge and spin is 26.3 kJ/mol.

Positions of all 67 atoms, in Å:
Y (-0.59110, 1.65964, -1.04961)
C (2.44909, 1.36847, -1.08097)
C (2.13080, -0.11723, -0.99637)
C (2.45370, -0.82072, -2.29817)
C (2.79055, -0.77512, 0.19592)
O (0.65704, -0.13516, -0.77781)
Si (-0.53184, -1.38284, -0.69537)
S (-2.25011, -0.15282, -0.60975)
O (-0.34397, -2.11275, -2.10553)
C (-0.65929, -3.38085, -2.76694)
C (-2.16982, -3.52467, -2.81973)
C (0.00552, -4.50941, -2.00208)
C (-0.07729, -3.25578, -4.16309)
O (-0.21270, -2.20591, 0.63717)
C (-0.87211, -2.93347, 1.72840)
C (-2.18264, -3.52993, 1.25048)
C (0.10945, -4.00929, 2.15479)
C (-1.11169, -1.94041, 2.85218)
H (3.51086, 1.54541, -1.24849)
H (2.16929, 1.90102, -0.16542)
H (1.96597, 1.83382, -1.96126)
H (3.51810, -0.70723, -2.50765)
H (1.89353, -0.39850, -3.13462)
H (2.22275, -1.88143, -2.24221)
H (3.87431, -0.73823, 0.08083)
H (2.49102, -1.81991, 0.27250)
H (2.52587, -0.26929, 1.12591)
H (-2.60091, -3.55806, -1.81843)
H (-2.44390, -4.44772, -3.33097)
H (-2.61457, -2.68944, -3.36131)
H (-0.36899, -4.57440, -0.98251)
H (1.08745, -4.37054, -1.96731)
H (-0.19590, -5.46027, -2.49587)
H (-0.52304, -2.41285, -4.69150)
H (-0.28166, -4.16200, -4.73321)
H (1.00389, -3.11848, -4.12294)
H (-2.01654, -4.27400, 0.47395)
H (-2.86340, -2.76124, 0.87892)
H (-2.67630, -4.03358, 2.08222)
H (0.27411, -4.72823, 1.35297)
H (-0.27892, -4.54853, 3.01905)
H (1.06686, -3.56521, 2.42914)
H (-1.78110, -1.14072, 2.52655)
H (-0.16163, -1.52131, 3.19163)
H (-1.57638, -2.44144, 3.70117)
C (-0.14434, 1.61280, 3.52077)
C (-0.13874, 1.28557, 2.16270)
N (-0.21405, 2.20285, 1.20695)
C (-0.27127, 3.51442, 1.56223)
C (-0.26653, 3.93236, 2.89265)
C (-0.20746, 2.93349, 3.88512)
C (-0.31227, 5.33566, 3.19358)
C (-0.35582, 6.25269, 2.20558)
C (-0.37341, 5.84822, 0.82774)
C (-0.42138, 6.76793, -0.23757)
C (-0.44736, 6.31472, -1.53202)
C (-0.43942, 4.93800, -1.75722)
N (-0.39155, 4.03772, -0.77992)
C (-0.34557, 4.48958, 0.50753)
H (-0.09987, 0.82252, 4.25620)
H (-0.08807, 0.25380, 1.83939)
H (-0.21312, 3.21904, 4.92982)
H (-0.30502, 5.64272, 4.23119)
H (-0.38229, 7.31038, 2.43213)
H (-0.43923, 7.82962, -0.02445)
H (-0.48198, 6.99359, -2.37145)
H (-0.47564, 4.56295, -2.77561)